[1]
# C2H8NSe2

2 unconnected molecules or ions with the total composition C2H8NSe2 (ωB97M-V/def2-TZVPD, OMol25).

Summary:
* energy above the lowest of the compared OMol25 structures with the same formula, charge and spin: 1.0116 eV
* max |F|: 0.0285 hartree/bohr
* gap between HOMO and LUMO (alpha / beta): 4.53 / 4.53 eV
* charge: +1
* E: -4938.247952 Eh

The geometry in XYZ format:
```
13
C2H8NSe2 | OMol25 | ωB97M-V/def2-TZVPD
C 3.0422 0.5822 0.1453
C -1.6238 -0.4943 -0.3817
N -0.8119 0.3341 0.4336
Se 1.9209 -0.7762 -0.0494
Se -3.6246 -0.4884 0.0481
H 4.1054 0.4952 0.0048
H 2.6460 1.5451 0.4295
H -1.5482 -0.1980 -1.4278
H -1.3359 -1.5399 -0.2662
H -0.8622 0.0701 1.4101
H -1.0485 1.3177 0.3519
H 2.9355 -1.7659 -0.4119
H -3.7950 0.9183 -0.2861
```

[2]
# C5H8N4

A single C5H8N4 molecule (ωB97M-V/def2-TZVPD, OMol25).

Summary:
* energy above the lowest of the compared OMol25 structures with the same formula, charge and spin: 1.8078 eV
* max |F|: 0.0506 hartree/bohr
* gap between HOMO and LUMO: 8.95 eV
* SMILES string: NCC1=CN=CNN=C1
* E: -414.265717 Eh

The geometry in XYZ format:
```
17
C5H8N4 | OMol25 | ωB97M-V/def2-TZVPD
C -1.7376 -0.5890 0.2176
C -0.3340 -0.1588 -0.0791
C 0.0209 1.1058 -0.0688
C 2.3541 0.9834 -0.0029
C 0.6572 -1.2413 -0.4300
H -2.7812 0.8492 -0.8359
H -3.6161 0.2066 0.5457
H -1.9973 -1.3717 -0.4936
H -1.6853 -0.9992 1.2289
H -0.7425 1.8701 0.1685
H 3.2636 1.5471 -0.1834
H 3.4348 -0.5075 0.6833
H 0.2082 -2.1220 -0.9433
N -2.6909 0.4715 0.0979
N 1.2940 1.6298 -0.3028
N 2.4651 -0.2728 0.5608
N 1.8868 -1.4014 -0.1630
```